[1]
C50H69N3OP3SiV as an isolated structure in a non-equilibrium geometry. Source: OMol25; level of theory: the ωB97M-V functional and the def2-TZVPD basis.

Calculated values
HOMO energy (alpha / beta) = -0.0859 / -0.1236 hartree
frontier orbital gap (alpha / beta) = 0.1745 / 0.2114 Ha
LUMO (alpha / beta) = 0.0886 / 0.0878 hartree
⟨S²⟩ = 3.8382

Geometry as ORCA input:
```
! RIJCOSX wB97M-V def2-TZVPD def2/J DEFGRID3
* xyz -1 4
V 0.253 -0.621 -0.689
C -4.044 -0.497 3.349
C -3.557 -0.058 1.970
C -4.636 0.765 1.265
P -2.802 -1.424 0.906
C -4.286 -2.546 0.580
C -3.839 -3.904 0.038
C -5.208 -1.927 -0.483
C -1.903 -2.295 2.257
C -2.422 -3.409 2.917
C -1.753 -3.981 3.986
C -0.559 -3.432 4.422
C -0.033 -2.331 3.766
C -0.668 -1.739 2.671
Si 0.104 -0.190 1.756
C 1.933 -0.303 2.410
C 2.415 0.355 3.549
C 3.700 0.152 4.027
C 4.545 -0.717 3.353
C 4.103 -1.333 2.193
C 2.808 -1.135 1.704
P 2.147 -1.845 -0.005
C 2.715 -3.591 0.560
C 1.828 -4.099 1.691
C 2.840 -4.662 -0.524
C 3.716 -1.407 -0.980
C 3.530 -1.673 -2.472
C 4.075 0.068 -0.766
C -0.508 1.137 3.080
C -0.632 0.792 4.427
C -1.030 1.699 5.398
C -1.365 2.990 5.027
C -1.259 3.367 3.698
C -0.789 2.477 2.731
P -0.706 2.812 0.944
C -1.294 4.588 0.675
C -2.812 4.629 0.906
C -0.607 5.790 1.327
C 1.149 2.968 0.638
C 1.984 3.504 1.796
C 1.412 3.709 -0.674
H -4.539 0.345 3.843
H -3.217 -0.815 3.980
H -4.763 -1.318 3.278
H -2.702 0.601 2.109
H -5.596 0.246 1.273
H -4.348 0.988 0.234
H -4.766 1.713 1.792
H -4.850 -2.685 1.509
H -3.281 -3.767 -0.888
H -4.716 -4.522 -0.180
H -3.197 -4.455 0.723
H -4.806 -2.127 -1.478
H -5.311 -0.851 -0.386
H -6.205 -2.371 -0.423
H -3.371 -3.837 2.622
H -2.174 -4.845 4.487
H -0.044 -3.854 5.277
H 0.909 -1.916 4.108
H 1.773 1.042 4.086
H 4.038 0.655 4.927
H 5.549 -0.906 3.719
H 4.807 -1.964 1.662
H 3.711 -3.445 0.981
H 0.778 -4.122 1.392
H 1.909 -3.443 2.551
H 2.118 -5.110 1.997
H 1.868 -5.027 -0.847
H 3.399 -5.512 -0.118
H 3.376 -4.296 -1.402
H 4.534 -2.036 -0.613
H 2.661 -1.133 -2.842
H 3.384 -2.734 -2.682
H 4.406 -1.335 -3.035
H 3.192 0.685 -0.951
H 4.872 0.379 -1.449
H 4.398 0.269 0.252
H -0.407 -0.219 4.741
H -1.071 1.404 6.440
H -1.692 3.709 5.770
H -1.543 4.375 3.435
H -1.138 4.667 -0.407
H -3.257 3.661 0.668
H -3.288 5.388 0.278
H -3.052 4.857 1.945
H -0.570 5.714 2.412
H -1.163 6.701 1.078
H 0.413 5.920 0.968
H 1.441 1.921 0.474
H 1.690 4.515 2.081
H 3.041 3.520 1.513
H 1.884 2.861 2.670
H 1.309 4.789 -0.561
H 0.722 3.370 -1.450
H 2.431 3.511 -1.018
C -4.322 2.182 -3.013
C -3.164 1.311 -2.567
O -2.247 1.748 -1.909
N -3.232 0.017 -2.955
C -2.103 -0.931 -2.784
C -0.802 -0.420 -3.368
C -0.731 -0.245 -4.728
C 0.344 0.428 -5.321
C 1.310 0.962 -4.440
C 1.211 0.733 -3.100
N 0.207 0.006 -2.497
H -5.174 2.050 -2.344
H -4.626 1.934 -4.031
H -4.004 3.221 -2.970
H -3.908 -0.213 -3.661
H -1.965 -1.126 -1.720
H -2.425 -1.846 -3.279
H -1.547 -0.615 -5.342
H 0.410 0.566 -6.391
H 2.127 1.563 -4.818
H 1.948 1.155 -2.429
N 0.867 -2.364 -0.999
C 0.287 -3.339 -1.786
C -0.543 -4.334 -1.242
C -1.113 -5.314 -2.036
C -0.894 -5.333 -3.408
C -0.078 -4.356 -3.965
C 0.496 -3.375 -3.178
H -0.718 -4.328 -0.173
H -1.740 -6.072 -1.581
H -1.338 -6.102 -4.027
H 0.114 -4.364 -5.032
H 1.125 -2.618 -3.629
*
```

Results of the Mulliken charge analysis, in e, for atoms 1 through 99:
1. V -0.100
2. C -1.738
3. C 3.071
4. C -1.997
5. P 0.562
6. C 0.459
7. C -1.590
8. C -1.592
9. C 0.771
10. C -0.732
11. C -1.174
12. C -0.857
13. C -0.073
14. C 1.123
15. Si -1.249
16. C 0.798
17. C -0.070
18. C -1.046
19. C -0.904
20. C -0.018
21. C -0.669
22. P 2.035
23. C 0.055
24. C -0.932
25. C -1.699
26. C 0.215
27. C -1.584
28. C -1.402
29. C 0.855
30. C -0.351
31. C -1.249
32. C -0.983
33. C -1.075
34. C 0.974
35. P 2.029
36. C 0.292
37. C -1.406
38. C -1.573
39. C 3.111
40. C -1.503
41. C -1.803
42. H 0.486
43. H 0.295
44. H 0.194
45. H -1.897
46. H 0.441
47. H 0.285
48. H 0.433
49. H 0.792
50. H 0.137
51. H 0.540
52. H 0.370
53. H 0.300
54. H 0.313
55. H 0.398
56. H 0.392
57. H 0.333
58. H 0.375
59. H 0.416
60. H 0.269
61. H 0.389
62. H 0.364
63. H 0.202
64. H 0.349
65. H -0.203
66. H 0.105
67. H 0.627
68. H 0.282
69. H 0.490
70. H 0.293
71. H 0.711
72. H 0.143
73. H 0.179
74. H 0.552
75. H -0.075
76. H 0.546
77. H 0.275
78. H 0.504
79. H 0.404
80. H 0.358
81. H 0.091
82. H 0.513
83. H 0.114
84. H 0.498
85. H 0.268
86. H 0.118
87. H 0.502
88. H 0.329
89. H -2.080
90. H 0.196
91. H 0.478
92. H 0.192
93. H 0.275
94. H 0.339
95. H 0.512
96. C -1.664
97. C 0.557
98. O -0.319
99. N 0.310

[2]
C50H72BCrN7O8P2S as an isolated structure in a non-equilibrium geometry. Source: OMol25; level of theory: the ωB97M-V functional and the def2-TZVPD basis.

Calculated values
HOMO energy (alpha / beta) = -0.1508 / -0.1273 hartree
frontier orbital gap (alpha / beta) = 0.2389 / 0.2154 Ha
ΔE to the lowest compared entry with this formula, charge and spin = 0.0 kcal per mole
LUMO (alpha / beta) = 0.0881 / 0.0881 hartree
⟨S²⟩ = 0.8422

Geometry as ORCA input:
```
! RIJCOSX wB97M-V def2-TZVPD def2/J DEFGRID3
* xyz -1 2
Cr 0.853 -0.272 0.190
C 3.863 -0.643 -0.115
N 2.777 0.316 0.147
C 3.191 1.508 0.372
C 2.395 2.594 0.858
C 2.670 3.957 0.822
C 1.588 4.605 1.439
C 0.713 3.606 1.856
N 1.200 2.400 1.507
C 4.211 -0.773 -1.586
C 3.263 -0.569 -2.584
C 3.608 -0.720 -3.920
C 4.900 -1.077 -4.277
C 5.852 -1.286 -3.286
C 5.508 -1.128 -1.950
H 3.554 -1.612 0.269
H 4.761 -0.365 0.437
H 4.251 1.724 0.222
H 3.542 4.413 0.372
H 1.450 5.666 1.585
H -0.211 3.682 2.408
H 2.246 -0.309 -2.306
H 2.854 -0.569 -4.687
H 5.164 -1.206 -5.320
H 6.864 -1.567 -3.553
H 6.253 -1.294 -1.178
C -3.375 -3.363 -1.665
C -2.077 -3.257 -0.892
O -2.254 -2.470 0.282
P -1.348 -1.151 0.670
O -2.434 0.033 0.600
C -3.677 0.012 1.301
C -4.829 -0.310 0.368
O -1.414 -1.476 2.268
C -1.026 -2.735 2.817
C -2.207 -3.340 3.549
H -3.246 -4.076 -2.483
H -3.652 -2.393 -2.087
H -4.182 -3.708 -1.016
H -1.298 -2.838 -1.522
H -1.751 -4.254 -0.579
H -3.799 1.008 1.730
H -3.631 -0.707 2.120
H -4.890 0.425 -0.438
H -5.772 -0.300 0.924
H -4.688 -1.296 -0.072
H -0.199 -2.555 3.504
H -0.681 -3.411 2.030
H -2.521 -2.672 4.355
H -1.939 -4.311 3.976
H -3.040 -3.471 2.854
C -2.456 0.403 7.531
C -1.028 -0.143 7.637
C -1.109 -1.574 8.190
C -0.246 0.739 8.620
C -0.309 -0.133 6.280
C 0.944 -0.728 6.161
C 1.691 -0.671 4.976
C 1.150 -0.006 3.901
O 1.698 0.221 2.683
B 0.678 1.021 1.924
O -0.461 1.176 2.843
C -0.120 0.571 3.993
C -0.851 0.524 5.162
H -2.965 0.295 8.494
H -3.030 -0.142 6.777
H -2.455 1.463 7.269
H -1.692 -1.591 9.117
H -0.119 -1.977 8.409
H -1.590 -2.235 7.464
H -0.719 0.730 9.609
H -0.216 1.771 8.260
H 0.784 0.390 8.724
H 1.375 -1.249 7.010
H 2.673 -1.125 4.906
H -1.824 1.000 5.184
O 1.365 -2.147 0.901
C 1.426 -3.100 0.074
N 1.134 -3.021 -1.209
S 1.472 -4.425 -1.974
O 0.285 -5.020 -2.533
O 2.588 -4.283 -2.867
C 1.976 -5.325 -0.523
C 2.408 -6.625 -0.359
C 2.757 -7.032 0.921
C 2.675 -6.147 1.990
C 2.239 -4.840 1.803
C 1.890 -4.443 0.528
H 2.472 -7.300 -1.204
H 3.095 -8.047 1.088
H 2.961 -6.484 2.979
H 2.174 -4.135 2.623
N 0.290 1.056 -0.976
P -0.477 1.652 -2.147
N -1.437 0.563 -3.009
C -2.307 0.984 -4.117
C -2.655 -0.193 -5.022
C -1.402 -0.856 -5.614
C -0.286 -0.979 -4.552
C -0.879 -0.795 -3.158
N 0.581 2.416 -3.213
C 0.163 3.189 -4.382
C 1.089 4.383 -4.601
C 2.528 3.912 -4.883
C 2.835 2.613 -4.112
C 1.995 2.559 -2.844
N -1.622 2.878 -1.927
C -2.863 2.532 -1.226
C -3.937 3.548 -1.594
C -3.481 4.964 -1.222
C -2.104 5.262 -1.826
C -1.120 4.163 -1.439
H -1.835 1.762 -4.725
H -3.231 1.413 -3.717
H -3.307 0.164 -5.822
H -3.225 -0.927 -4.448
H -1.051 -0.265 -6.465
H -1.670 -1.844 -5.995
H 0.466 -0.196 -4.696
H 0.217 -1.948 -4.612
H -0.126 -0.938 -2.393
H -1.653 -1.550 -2.980
H -0.863 3.529 -4.239
H 0.192 2.568 -5.292
H 1.069 5.014 -3.709
H 0.712 4.983 -5.432
H 3.230 4.697 -4.589
H 2.660 3.749 -5.956
H 3.898 2.549 -3.864
H 2.592 1.741 -4.727
H 2.169 3.472 -2.256
H 2.265 1.723 -2.208
H -2.700 2.543 -0.140
H -3.148 1.519 -1.499
H -4.873 3.303 -1.081
H -4.117 3.498 -2.673
H -3.414 5.046 -0.130
H -4.216 5.698 -1.564
H -1.732 6.229 -1.473
H -2.186 5.305 -2.918
H -1.013 4.142 -0.350
H -0.129 4.354 -1.854
*
```

Results of the Mulliken charge analysis, in e, for atoms 1 through 99:
1. Cr 0.816
2. C -2.608
3. N 1.449
4. C -0.578
5. C -0.411
6. C -0.631
7. C -1.295
8. C -0.836
9. N 0.485
10. C 1.074
11. C 2.088
12. C -0.579
13. C -0.893
14. C -0.821
15. C -0.591
16. H 0.146
17. H 0.671
18. H 0.459
19. H 0.577
20. H 0.444
21. H 0.660
22. H -0.909
23. H 0.257
24. H 0.438
25. H 0.342
26. H 0.416
27. C -1.792
28. C 1.080
29. O -0.586
30. P 1.485
31. O 0.495
32. C -0.393
33. C -1.063
34. O 0.296
35. C 0.815
36. C -1.798
37. H 0.405
38. H 0.272
39. H 0.397
40. H -0.688
41. H 0.318
42. H 0.448
43. H 0.117
44. H 0.094
45. H 0.453
46. H 0.096
47. H 0.228
48. H -0.325
49. H 0.256
50. H 0.404
51. H 0.279
52. C -1.967
53. C 1.862
54. C -1.668
55. C -1.712
56. C 0.524
57. C -0.144
58. C -2.132
59. C 0.833
60. O -0.739
61. B 2.735
62. O -1.056
63. C -0.141
64. C -0.710
65. H 0.438
66. H 0.379
67. H 0.335
68. H 0.456
69. H 0.324
70. H 0.314
71. H 0.445
72. H 0.367
73. H 0.337
74. H 0.338
75. H 0.508
76. H 0.408
77. O -0.431
78. C 0.074
79. N 0.039
80. S 1.173
81. O -0.732
82. O -0.739
83. C 0.178
84. C -0.836
85. C -0.589
86. C -1.001
87. C -0.202
88. C -0.025
89. H 0.491
90. H 0.393
91. H 0.428
92. H 0.641
93. N 0.762
94. P -3.126
95. N 0.658
96. C 0.016
97. C -1.057
98. C -0.949
99. C -0.126

[3]
A 13-piece molecular cluster, C50H78O7 overall in a non-equilibrium geometry. Source: OMol25; level of theory: the ωB97M-V functional and the def2-TZVPD basis.

Calculated values
HOMO energy = -0.3318 hartree
frontier orbital gap = 0.3566 Ha
LUMO = 0.0248 hartree

Geometry as ORCA input:
```
! RIJCOSX wB97M-V def2-TZVPD def2/J DEFGRID3
* xyz 0 1
C 11.001 14.098 15.620
C 9.694 14.540 15.447
C 9.255 15.817 15.775
C 10.230 16.658 16.365
C 11.541 16.229 16.622
C 11.874 14.925 16.266
H 11.430 13.184 15.288
H 8.987 13.880 14.981
H 8.210 16.085 15.669
H 9.912 17.627 16.708
H 12.301 16.758 17.165
H 12.870 14.576 16.418
C 21.736 15.720 18.594
C 21.237 15.756 17.321
C 19.887 15.921 17.082
C 19.061 16.051 18.175
C 19.556 15.936 19.477
C 20.897 15.794 19.715
H 22.775 15.535 18.786
H 21.910 15.758 16.432
H 19.463 15.952 16.056
H 17.986 16.187 18.033
H 18.816 15.932 20.271
H 21.269 15.636 20.721
C 19.244 8.982 14.131
C 18.607 9.899 13.260
C 17.680 10.785 13.871
C 17.354 10.737 15.199
C 18.057 9.909 16.078
C 18.976 9.095 15.516
H 19.994 8.290 13.807
H 18.767 9.968 12.194
H 17.275 11.523 13.218
H 16.530 11.290 15.628
H 17.906 9.888 17.138
H 19.537 8.478 16.191
C 10.653 16.001 11.737
C 10.828 16.145 10.366
C 11.882 15.563 9.637
C 12.719 14.783 10.360
C 12.614 14.689 11.746
C 11.608 15.300 12.439
H 9.920 16.580 12.286
H 10.149 16.853 9.909
H 12.090 15.687 8.585
H 13.523 14.220 9.994
H 13.436 14.183 12.236
H 11.632 15.339 13.488
C 16.038 13.352 18.811
C 14.633 13.544 18.594
C 13.822 12.393 18.495
C 14.330 11.082 18.675
C 15.663 10.949 18.901
C 16.496 12.069 19.026
H 16.678 14.226 18.910
H 14.248 14.496 18.456
H 12.833 12.524 18.096
H 13.679 10.276 18.450
H 16.131 9.967 19.046
H 17.568 12.034 19.153
C 22.427 12.711 14.532
C 23.133 11.957 15.477
C 22.517 11.337 16.541
C 21.142 11.540 16.720
C 20.446 12.308 15.811
C 21.089 12.816 14.713
H 22.957 13.061 13.599
H 24.192 11.631 15.124
H 23.053 10.745 17.248
H 20.623 10.962 17.498
H 19.354 12.396 15.851
H 20.527 13.296 13.979
C 19.292 17.357 10.062
C 19.538 16.268 11.073
O 18.564 16.065 12.052
H 20.108 17.600 9.391
H 18.930 18.286 10.537
H 18.446 17.063 9.346
H 20.420 16.538 11.680
H 19.911 15.327 10.689
H 17.862 15.451 11.672
C 17.581 12.639 9.268
C 17.375 12.704 10.756
O 16.857 13.994 11.274
H 18.013 11.643 9.023
H 18.331 13.295 8.924
H 16.673 12.839 8.751
H 18.251 12.429 11.345
H 16.546 11.985 10.978
H 16.353 13.874 12.077
C 17.989 19.818 14.778
C 18.182 18.305 14.443
O 17.291 17.935 13.402
H 18.584 20.055 15.591
H 16.906 19.994 14.802
H 18.480 20.359 13.971
H 17.941 17.620 15.292
H 19.192 18.103 14.143
H 17.710 17.263 12.795
C 13.624 17.924 11.626
C 13.777 17.924 13.166
O 14.744 16.885 13.629
H 13.615 16.858 11.347
H 14.545 18.349 11.214
H 12.702 18.505 11.323
H 12.870 17.639 13.650
H 14.003 18.884 13.575
H 15.688 17.239 13.413
C 14.092 18.974 18.231
C 14.328 18.544 16.758
O 14.840 17.269 16.768
H 14.975 19.364 18.733
H 13.590 18.161 18.812
H 13.447 19.854 18.143
H 15.051 19.262 16.294
H 13.403 18.605 16.284
H 14.879 17.047 15.847
C 17.177 14.489 15.585
C 15.732 14.186 15.285
O 15.351 14.381 13.930
H 17.125 14.492 16.685
H 17.406 15.452 15.147
H 17.956 13.842 15.241
H 15.105 14.749 15.981
H 15.488 13.120 15.473
H 14.811 15.205 13.677
C 14.123 10.323 11.384
C 14.223 11.012 12.807
O 14.812 12.235 12.449
H 13.896 9.247 11.494
H 15.164 10.357 10.960
H 13.345 10.795 10.798
H 14.863 10.424 13.520
H 13.228 11.079 13.318
H 14.902 12.825 13.275
*
```

Results of the Mulliken charge analysis, in e, for atoms 1 through 99:
1. C -1.048
2. C -0.198
3. C -0.914
4. C -0.366
5. C -0.595
6. C 0.273
7. H 0.550
8. H 0.374
9. H 0.450
10. H 0.418
11. H 0.575
12. H 0.424
13. C -0.402
14. C -0.683
15. C 0.283
16. C -0.165
17. C -0.634
18. C -0.515
19. H 0.383
20. H 0.289
21. H 0.192
22. H 0.493
23. H 0.376
24. H 0.389
25. C -0.776
26. C -0.667
27. C 0.393
28. C 0.280
29. C -0.966
30. C -0.326
31. H 0.385
32. H 0.485
33. H 0.176
34. H 0.237
35. H 0.454
36. H 0.383
37. C -0.905
38. C -0.293
39. C -0.625
40. C -0.794
41. C -1.234
42. C 0.306
43. H 0.422
44. H 0.344
45. H 0.409
46. H 0.590
47. H 1.009
48. H 0.838
49. C -0.038
50. C -1.202
51. C -0.147
52. C -0.791
53. C -0.072
54. C -0.590
55. H 0.432
56. H 0.802
57. H 0.436
58. H 0.446
59. H 0.400
60. H 0.372
61. C -0.481
62. C -0.336
63. C -0.837
64. C -0.495
65. C 0.771
66. C -0.501
67. H 0.321
68. H 0.210
69. H 0.441
70. H 0.401
71. H -0.285
72. H 0.807
73. C -1.195
74. C -0.409
75. O -0.050
76. H 0.443
77. H 0.201
78. H 0.253
79. H 0.322
80. H 0.446
81. H 0.139
82. C -1.534
83. C 1.007
84. O -0.834
85. H 0.366
86. H 0.419
87. H 0.323
88. H 0.126
89. H -0.600
90. H 0.309
91. C -1.525
92. C 0.345
93. O -0.564
94. H 0.480
95. H 0.268
96. H 0.370
97. H -0.148
98. H 0.406
99. H 0.394

Number 1: energy -120919.8132 eV, molecular weight 900.074 Da. Number 2: energy -138348.1491 eV, molecular weight 1055.990 Da. Number 3: energy -67444.1416 eV, molecular weight 791.167 Da.